Entry 1:
109
Properties=species:S:1:pos:R:3:mulliken_charge:R:1 method="wB97M-V/def2-TZVPD" relative_energy_ev=0.003 orbital_gap_ev="7.369 / 4.788" multiplicity=5 charge=+3
Pd 0.62 1.87 0.25 -0.06
N -0.95 6.13 0.37 0.12
C -0.22 5.09 -0.01 -0.67
N 0.06 4.07 0.76 -0.33
C -0.39 4.08 2.09 0.30
N 0.01 3.18 2.93 -1.01
N 0.93 2.35 2.33 1.06
C 2.06 2.17 2.89 -0.91
C 3.14 1.59 2.08 0.81
C 4.35 1.19 2.64 -0.96
C 5.36 0.75 1.80 -0.40
C 5.13 0.73 0.43 -0.85
C 3.89 1.15 -0.05 -0.28
N 2.92 1.57 0.76 0.05
C -1.30 5.13 2.51 0.87
C -1.90 5.15 3.78 -0.36
C -2.74 6.19 4.13 -0.96
C -2.98 7.23 3.23 -0.48
C -2.39 7.23 1.98 -1.05
C -1.56 6.18 1.63 0.35
H -1.09 6.89 -0.28 0.28
H 0.16 5.09 -1.02 0.55
H 2.26 2.57 3.89 0.50
H 4.49 1.24 3.71 0.50
H 6.32 0.45 2.20 0.48
H 5.90 0.43 -0.26 0.49
H 3.68 1.15 -1.11 0.55
H -1.69 4.35 4.47 0.54
H -3.20 6.20 5.10 0.47
H -3.63 8.05 3.51 0.45
H -2.57 8.04 1.28 0.44
C 0.02 2.68 -5.19 -1.65
C 1.14 1.84 -4.57 2.10
C 2.52 2.42 -4.92 -1.65
C 1.04 0.37 -5.02 -1.49
C 0.99 1.87 -3.11 -0.52
N 0.86 1.90 -1.97 -0.41
H 0.12 2.64 -6.28 0.43
H 0.08 3.72 -4.88 0.40
H -0.97 2.29 -4.93 0.36
H 2.64 2.40 -6.00 0.44
H 3.32 1.83 -4.48 0.36
H 2.61 3.45 -4.59 0.41
H 1.16 0.33 -6.10 0.45
H 0.06 -0.05 -4.77 0.37
H 1.82 -0.24 -4.57 0.27
C -4.69 2.03 1.31 -1.01
N -4.00 0.79 1.66 0.17
C -4.30 -0.22 0.65 -0.68
N -3.96 0.20 -0.71 0.20
C -4.64 1.46 -1.01 -0.99
N -4.35 2.51 -0.03 0.15
C -2.97 2.97 -0.12 -1.30
P -1.81 1.58 0.26 2.72
C -2.57 0.99 1.83 -1.03
C -2.52 0.32 -0.89 -0.16
H -4.44 2.80 2.04 0.44
H -5.76 1.86 1.35 0.29
H -5.37 -0.43 0.68 0.38
H -3.77 -1.14 0.89 0.11
H -5.72 1.27 -0.99 0.33
H -4.37 1.80 -2.01 0.41
H -2.82 3.78 0.60 0.40
H -2.77 3.36 -1.12 0.45
H -2.38 1.71 2.63 0.42
H -2.10 0.05 2.13 0.29
H -2.04 -0.64 -0.69 -0.70
H -2.29 0.60 -1.92 0.72
C 1.62 -3.39 3.62 -0.91
Si 0.62 -4.46 2.47 0.17
C -1.19 -4.47 2.89 -0.93
C 1.37 -6.14 2.20 -0.93
Si 0.86 -3.40 0.22 0.42
Te 0.80 -1.00 0.54 -0.58
Si 3.05 -3.70 -0.78 0.19
C 3.19 -2.50 -2.21 -0.67
C 4.29 -3.32 0.56 -0.78
C 3.09 -5.47 -1.34 -1.04
Si -1.06 -4.26 -1.14 0.26
C -2.70 -3.65 -0.52 -0.80
C -0.60 -3.62 -2.83 -0.90
C -0.83 -6.09 -0.94 -1.04
H 1.66 -3.89 4.59 0.42
H 1.17 -2.41 3.76 0.26
H 2.65 -3.26 3.27 0.27
H -1.29 -4.66 3.96 0.44
H -1.74 -5.25 2.36 0.32
H -1.67 -3.50 2.68 0.20
H 1.26 -6.70 3.14 0.45
H 2.44 -6.07 2.00 0.28
H 0.89 -6.71 1.41 0.33
H 2.93 -1.48 -1.93 -0.07
H 2.55 -2.80 -3.05 0.28
H 4.22 -2.51 -2.57 0.53
H 4.18 -2.31 0.95 0.11
H 5.30 -3.41 0.14 0.42
H 4.22 -4.02 1.39 0.30
H 2.40 -5.66 -2.17 0.31
H 2.86 -6.17 -0.54 0.32
H 4.10 -5.70 -1.70 0.44
H -2.91 -2.62 -0.83 0.17
H -2.81 -3.73 0.56 0.24
H -3.46 -4.29 -0.97 0.52
H -0.45 -2.54 -2.82 0.15
H -1.42 -3.84 -3.51 0.49
H 0.30 -4.10 -3.21 0.30
H -1.12 -6.45 0.05 0.30
H 0.19 -6.42 -1.16 0.30
H -1.49 -6.59 -1.67 0.45


Entry 2:
100
Properties=species:S:1:pos:R:3:mulliken_charge:R:1 method="wB97M-V/def2-TZVPD" orbital_gap_ev=5.155
O 0.47 -2.52 -1.05 0.25
O -1.06 -1.78 -3.44 0.60
C 1.73 -2.55 -1.80 -0.24
C 2.77 -3.31 -1.02 -1.09
H 2.02 -1.52 -2.04 0.07
H 1.51 -3.03 -2.77 0.35
H 2.85 -2.95 0.02 0.01
H 3.76 -3.16 -1.47 0.41
H 2.53 -4.38 -1.01 0.31
C -0.31 -3.78 -1.10 -0.28
C -0.12 -4.58 -2.35 -1.34
H -1.37 -3.47 -0.98 0.28
H 0.02 -4.36 -0.23 0.40
H -0.51 -4.08 -3.23 0.06
H -0.66 -5.51 -2.24 0.43
H 0.91 -4.87 -2.56 0.41
C -2.59 -1.68 -3.08 0.17
C -0.52 -1.11 -4.74 0.32
C -3.27 -2.93 -3.56 -1.21
H -2.95 -0.76 -3.57 0.34
H -2.59 -1.57 -2.00 0.15
H -3.21 -3.05 -4.64 0.26
H -4.34 -2.90 -3.28 0.45
H -2.85 -3.81 -3.06 0.24
C -1.03 -1.88 -5.92 -1.38
H 0.57 -1.18 -4.61 0.28
H -0.84 -0.07 -4.70 0.12
H -0.68 -2.92 -5.88 0.31
H -0.60 -1.44 -6.84 0.43
H -2.12 -1.86 -6.01 0.30
H -0.59 -1.22 -2.76 -0.66
N 1.51 1.14 2.26 0.75
C 1.46 2.43 2.58 0.08
C 0.32 3.21 2.34 -0.89
C -0.98 2.76 2.02 0.77
C 2.64 3.15 3.19 -1.67
H 3.47 3.26 2.47 0.26
H 3.00 2.65 4.10 0.26
H 2.30 4.14 3.45 0.49
C -1.99 3.88 1.87 -1.86
H -2.77 3.86 2.64 0.37
H -2.45 3.89 0.87 0.21
H -1.47 4.83 1.98 0.46
N -1.34 1.48 1.94 0.99
C 2.65 0.35 2.50 -1.02
C 3.65 0.23 1.48 2.46
C 3.57 0.97 0.18 -0.79
C 4.77 -0.56 1.73 -0.73
H 5.54 -0.62 0.95 0.43
C 4.88 -1.26 2.93 -0.83
H 5.74 -1.91 3.10 0.38
C 3.92 -1.13 3.92 -1.04
H 4.01 -1.65 4.88 0.36
C 2.79 -0.35 3.72 0.82
C 1.76 -0.26 4.80 -1.08
C -2.62 1.00 2.31 -0.56
C -3.63 0.81 1.32 1.16
C -3.36 1.16 -0.11 -1.23
C -4.89 0.36 1.72 -0.77
H -5.65 0.22 0.95 0.43
C -5.15 0.09 3.06 -0.72
H -6.12 -0.30 3.34 0.38
C -4.19 0.33 4.04 -0.87
H -4.41 0.15 5.09 0.37
C -2.92 0.79 3.68 0.97
C -1.92 1.08 4.74 -1.18
Ba 0.26 -0.69 0.70 1.66
H 3.38 0.29 -0.67 0.21
H 4.53 1.48 -0.03 0.44
H 2.78 1.73 0.17 -0.66
H 1.39 0.76 4.97 0.26
H 2.21 -0.61 5.73 0.51
H 0.90 -0.92 4.60 0.13
H -3.77 0.41 -0.79 0.37
H -2.29 1.25 -0.30 -0.16
H -3.82 2.13 -0.38 0.31
H -0.92 0.70 4.48 -0.11
H -2.25 0.60 5.67 0.46
H -1.81 2.16 4.93 0.29
H 0.43 4.29 2.49 0.07
C 0.19 0.71 -1.99 0.21
Si 0.39 2.51 -2.44 -0.32
H 0.97 0.01 -2.30 -0.70
H -0.81 0.26 -2.07 0.52
C 1.68 2.68 -3.83 -1.18
C 0.98 3.74 -1.13 -0.82
C -1.28 3.16 -3.04 -1.07
H -1.88 2.34 -3.45 0.18
H -1.17 3.93 -3.82 0.39
H -1.87 3.61 -2.22 0.27
H 2.66 2.32 -3.50 0.31
H 1.83 3.71 -4.18 0.34
H 1.39 2.08 -4.69 0.24
H 1.79 3.36 -0.50 0.06
H 0.15 4.04 -0.47 0.11
H 1.35 4.64 -1.65 0.45
C 0.85 -2.91 2.29 -1.55
H 1.86 -3.27 2.06 0.19
H 0.11 -3.58 1.84 0.36
H 0.72 -2.84 3.37 0.29